{
  "formula": "C21H13F3NO3S2Zn",
  "method": "ωB97M-V/def2-TZVPD",
  "max_force_ev_per_a": 4.94,
  "charge": -2,
  "spin_multiplicity": 2,
  "s2": 0.76,
  "gap_ev": [2.2, 5.8],
  "relative_energy_kj_mol": 0.00,
  "symbols": ["Zn", "O", "N", "C", "C", "C", "C", "C", "S", "H", "H", "H", "H", "O", "C", "O", "C", "C", "C", "C", "S", "C", "C", "H", "H", "H", "H", "H", "F", "C", "F", "F", "C", "C", "C", "C", "C", "C", "C", "C", "H", "H", "H", "H"],
  "coordinates": [[0.518, 1.815, 0.405], [2.559, 1.667, 0.113], [3.332, 2.718, -0.059], [4.502, 2.480, -0.662], [5.403, 3.473, -0.888], [5.062, 4.792, -0.525], [3.840, 5.011, 0.092], [2.910, 3.963, 0.349], [1.436, 4.103, 1.129], [4.658, 1.443, -0.909], [6.368, 3.250, -1.354], [5.780, 5.608, -0.674], [3.583, 6.011, 0.418], [-7.706, 1.615, -0.387], [-6.715, 0.788, 0.019], [-6.990, -0.239, 0.547], [-5.325, 1.318, -0.223], [-5.034, 2.419, -1.005], [-3.761, 2.880, -1.112], [-2.673, 2.293, -0.463], [-1.105, 3.086, -0.588], [-2.970, 1.204, 0.342], [-4.272, 0.750, 0.457], [-7.355, 2.490, -0.452], [-5.817, 2.895, -1.560], [-3.534, 3.706, -1.776], [-2.096, 0.757, 0.847], [-4.430, -0.104, 1.056], [0.749, -7.639, -0.219], [1.637, -6.907, 0.509], [2.892, -7.377, 0.123], [1.542, -7.290, 1.800], [1.479, -5.497, 0.339], [0.438, -4.960, -0.419], [0.113, -3.655, -0.362], [0.898, -2.773, 0.357], [2.053, -3.298, 1.047], [2.264, -4.625, 1.090], [0.592, -1.368, 0.544], [0.419, -0.204, 0.727], [-0.186, -5.732, -0.939], [-0.790, -3.250, -0.869], [2.656, -2.501, 1.524], [3.074, -5.115, 1.609]]
}


{
  "formula": "C21H14F4N4O2S",
  "method": "ωB97M-V/def2-TZVPD",
  "max_force_ev_per_a": 1.25,
  "charge": 0,
  "gap_ev": 8.1,
  "smiles": "O=C(Cn1c2ccc(F)cc2c2nc3n(c(=O)c21)CCS3)Nc1ccccc1C(F)(F)F",
  "symbols": ["O", "C", "C", "N", "C", "C", "C", "C", "F", "C", "C", "C", "N", "C", "N", "C", "O", "C", "C", "C", "S", "N", "C", "C", "C", "C", "C", "C", "C", "F", "F", "F", "H", "H", "H", "H", "H", "H", "H", "H", "H", "H", "H", "H", "H", "H"],
  "coordinates": [[-0.704, -0.704, -1.101], [-1.123, -0.291, -0.050], [-0.240, -0.151, 1.198], [1.093, -0.601, 0.926], [1.492, -1.894, 0.720], [0.773, -3.077, 0.860], [1.425, -4.263, 0.608], [2.769, -4.261, 0.227], [3.357, -5.457, -0.004], [3.510, -3.113, 0.077], [2.857, -1.908, 0.328], [3.264, -0.545, 0.273], [4.460, 0.000, -0.062], [4.503, 1.283, -0.021], [3.472, 2.110, 0.336], [2.208, 1.650, 0.705], [1.329, 2.430, 1.042], [2.150, 0.221, 0.632], [3.789, 3.523, 0.398], [4.990, 3.744, -0.504], [5.945, 2.179, -0.430], [-2.408, 0.101, 0.204], [-3.496, 0.105, -0.667], [-3.348, -0.138, -2.032], [-4.445, -0.120, -2.871], [-5.712, 0.142, -2.377], [-5.880, 0.380, -1.027], [-4.785, 0.361, -0.172], [-4.998, 0.606, 1.292], [-4.336, 1.699, 1.742], [-4.545, -0.414, 2.060], [-6.276, 0.783, 1.627], [-0.671, -0.725, 2.024], [-0.185, 0.908, 1.474], [-0.268, -3.074, 1.146], [0.914, -5.208, 0.697], [4.544, -3.139, -0.221], [2.914, 4.094, 0.079], [4.017, 3.791, 1.437], [5.624, 4.559, -0.169], [4.701, 3.906, -1.543], [-2.581, 0.425, 1.145], [-2.366, -0.344, -2.422], [-4.305, -0.311, -3.924], [-6.566, 0.158, -3.035], [-6.861, 0.581, -0.625]]
}


{
  "formula": "C21H15Cl2O3RhSbSc",
  "method": "ωB97M-V/def2-TZVPD",
  "max_force_ev_per_a": 7.65,
  "charge": 4,
  "spin_multiplicity": 5,
  "s2": 6.07,
  "gap_ev": [5.9, 3.7],
  "relative_energy_kj_mol": 44.46,
  "symbols": ["Sc", "Rh", "Cl", "Cl", "C", "C", "C", "O", "O", "O", "C", "C", "C", "C", "C", "C", "Sb", "C", "C", "C", "C", "C", "C", "C", "C", "C", "C", "C", "C", "H", "H", "H", "H", "H", "H", "H", "H", "H", "H", "H", "H", "H", "H", "H"],
  "coordinates": [[-2.711, 1.371, -3.788], [1.836, -0.570, -2.755], [-4.212, 0.264, -2.496], [-2.706, 3.728, -4.005], [2.747, 1.032, -2.811], [0.776, -1.034, -4.368], [0.207, -0.028, -3.545], [3.398, 1.991, -2.771], [0.517, -1.633, -5.370], [-0.878, 0.595, -3.811], [4.212, 0.214, 2.655], [3.968, -1.035, 2.060], [2.893, -1.189, 1.179], [2.031, -0.115, 0.951], [2.270, 1.141, 1.516], [3.365, 1.301, 2.378], [0.512, -0.404, -0.565], [-0.640, -1.980, 0.385], [-1.665, -2.576, -0.353], [-2.446, -3.583, 0.231], [-2.208, -3.988, 1.555], [-1.196, -3.362, 2.295], [-0.418, -2.349, 1.713], [-0.836, 1.250, -0.112], [-1.577, 1.256, 1.071], [-2.254, 2.420, 1.475], [-2.245, 3.551, 0.644], [-1.612, 3.485, -0.602], [-0.883, 2.349, -0.964], [5.063, 0.341, 3.334], [4.598, -1.899, 2.289], [2.729, -2.144, 0.672], [1.610, 1.987, 1.296], [3.542, 2.279, 2.842], [-1.871, -2.248, -1.378], [-3.249, -4.045, -0.343], [-2.820, -4.774, 2.009], [-1.017, -3.652, 3.331], [0.351, -1.851, 2.311], [-1.627, 0.358, 1.694], [-2.784, 2.431, 2.429], [-2.733, 4.476, 0.963], [-1.695, 4.306, -1.324], [-0.338, 2.332, -1.916]]
}


{
  "formula": "C21H15Cl2O4PTmY",
  "method": "ωB97M-V/def2-TZVPD",
  "max_force_ev_per_a": 9.70,
  "charge": 4,
  "spin_multiplicity": 3,
  "s2": 2.00,
  "gap_ev": [5.1, 5.1],
  "relative_energy_kj_mol": 0.00,
  "symbols": ["Y", "Tm", "Cl", "Cl", "C", "C", "C", "O", "O", "O", "O", "P", "C", "C", "C", "C", "C", "C", "C", "C", "C", "C", "C", "C", "C", "C", "C", "C", "C", "C", "H", "H", "H", "H", "H", "H", "H", "H", "H", "H", "H", "H", "H", "H", "H"],
  "coordinates": [[-2.188, 3.069, -3.580], [-1.865, 0.029, -0.154], [-3.091, 3.367, -1.281], [-1.896, 0.329, -2.927], [-3.079, -1.871, -1.386], [-3.500, 4.812, -4.755], [-4.045, 2.242, -4.530], [-3.644, -2.524, -2.157], [-4.098, 5.456, -5.516], [-5.073, 1.864, -4.929], [0.057, 0.937, -0.568], [0.831, 0.014, 0.415], [-0.501, -0.321, 1.624], [-1.203, -1.559, 1.506], [-2.555, -1.617, 1.860], [-3.298, -0.455, 2.050], [-2.641, 0.795, 2.052], [-1.248, 0.857, 1.960], [1.345, -1.439, -0.508], [2.724, -1.718, -0.578], [3.168, -2.847, -1.271], [2.244, -3.689, -1.900], [0.885, -3.378, -1.881], [0.432, -2.235, -1.235], [2.111, 0.803, 1.316], [2.490, 2.134, 1.085], [3.389, 2.734, 1.970], [3.883, 2.025, 3.077], [3.500, 0.694, 3.290], [2.619, 0.078, 2.407], [-0.652, -2.460, 1.218], [-3.029, -2.600, 1.901], [-4.375, -0.516, 2.161], [-3.205, 1.704, 2.181], [-0.754, 1.822, 2.035], [3.436, -1.048, -0.080], [4.240, -3.080, -1.311], [2.581, -4.585, -2.420], [0.154, -4.013, -2.375], [-0.643, -1.962, -1.316], [2.073, 2.680, 0.236], [3.690, 3.770, 1.805], [4.560, 2.513, 3.785], [3.872, 0.139, 4.150], [2.298, -0.947, 2.575]]
}


{
  "formula": "C21H15F3N4O5",
  "method": "ωB97M-V/def2-TZVPD",
  "max_force_ev_per_a": 3.42,
  "charge": 0,
  "gap_ev": 8.0,
  "smiles": "Nc1noc2cc(NC(=O)[C@@H](O)c3cccn(-c4ccc(OC(F)(F)F)cc4)c3=O)ccc12",
  "symbols": ["N", "C", "N", "O", "C", "C", "C", "N", "C", "O", "C", "O", "C", "C", "C", "C", "N", "C", "C", "C", "C", "O", "C", "F", "F", "F", "C", "C", "C", "O", "C", "C", "C", "H", "H", "H", "H", "H", "H", "H", "H", "H", "H", "H", "H", "H", "H", "H"],
  "coordinates": [[2.177, -5.201, 2.605], [2.860, -4.017, 2.596], [3.893, -3.826, 3.348], [4.413, -2.537, 3.025], [3.600, -1.972, 2.097], [3.618, -0.720, 1.470], [2.707, -0.390, 0.491], [2.697, 0.771, -0.223], [3.027, 2.048, 0.257], [3.489, 2.243, 1.402], [2.429, 3.222, -0.546], [2.545, 3.111, -1.963], [0.929, 3.339, -0.299], [0.400, 4.319, 0.516], [-1.031, 4.313, 0.733], [-1.866, 3.302, 0.264], [-1.328, 2.220, -0.430], [-2.214, 1.210, -0.799], [-2.537, 0.280, 0.184], [-3.524, -0.681, -0.054], [-4.114, -0.785, -1.299], [-5.012, -1.769, -1.556], [-4.553, -2.970, -2.241], [-5.654, -3.675, -2.557], [-3.934, -2.651, -3.384], [-3.736, -3.756, -1.471], [-3.771, 0.153, -2.304], [-2.804, 1.134, -2.065], [0.009, 2.295, -0.846], [0.441, 1.481, -1.623], [1.684, -1.320, 0.181], [1.654, -2.572, 0.803], [2.608, -2.884, 1.780], [1.344, -5.339, 2.012], [2.440, -5.906, 3.283], [4.413, -0.049, 1.682], [2.214, 0.776, -1.113], [2.947, 4.108, -0.204], [1.840, 2.538, -2.330], [1.021, 5.044, 1.031], [-1.500, 5.139, 1.270], [-2.936, 3.330, 0.449], [-2.122, 0.406, 1.173], [-3.852, -1.362, 0.716], [-4.183, 0.067, -3.292], [-2.503, 1.876, -2.774], [0.891, -1.066, -0.469], [0.881, -3.281, 0.473]]
}